(1)
Here is C49H38BrN4OS2V as an isolated structure at a distorted geometry from the OMol25 dataset. Energies are from ωB97M-V with the def2-TZVPD basis set.

Output
HOMO-LUMO gap (spin up / spin down) (hartree): 0.18230 / 0.18205
E_LUMO (spin up / spin down) (hartree): -0.0373 / -0.0375

XYZ file:
```
96
C49H38BrN4OS2V | the OMol25 dataset | ωB97M-V with the def2-TZVPD basis set
V 0.42876 -0.44234 2.32303
Br 6.17814 3.81420 0.38658
C 4.89820 2.49848 0.82992
C 5.11933 1.16981 0.46730
C 4.18989 0.19827 0.76746
C 3.00536 0.54485 1.41977
O 2.11064 -0.42838 1.64005
C 2.80099 1.87081 1.81654
C 1.65914 2.28119 2.61090
N 0.72954 1.48250 2.95431
C -0.34160 1.91660 3.80523
C -0.70454 3.20503 4.00436
C -1.77836 3.51224 4.88106
C -2.44262 2.52916 5.54000
C -2.07534 1.17405 5.34690
C -2.69221 0.09487 6.01680
C -2.26427 -1.17403 5.79379
C -1.22688 -1.39282 4.85987
N -0.62330 -0.41950 4.23151
C -1.03512 0.87092 4.46313
C 3.76165 2.84588 1.51275
H 6.02682 0.90894 -0.06291
H 4.33633 -0.83267 0.47617
H 1.64620 3.31812 2.94248
H -0.21404 4.01130 3.46621
H -2.06055 4.55008 5.01095
H -3.26061 2.76136 6.21545
H -3.51032 0.29497 6.70341
H -2.72008 -2.02490 6.28204
H -0.91084 -2.39002 4.59710
H 3.59834 3.87494 1.81912
S -0.12112 -2.73835 1.95194
C -1.18820 -3.01149 0.54604
N -1.14259 -4.31118 -0.00789
C -2.21023 -4.65984 -0.92226
C -2.40460 -3.53433 -1.91753
N -2.73692 -2.33476 -1.20519
C -3.38957 -1.30392 -1.97855
C -2.54981 -0.73264 -3.10886
C -2.60246 -1.28038 -4.38814
C -1.79914 -0.78661 -5.41145
C -0.93465 0.27404 -5.16508
C -0.88150 0.83797 -3.89361
C -1.68167 0.33396 -2.87549
C -1.97556 -2.07447 -0.01579
S -2.25739 -0.48689 0.68843
C -0.09676 -5.29961 0.19025
C 0.61026 -5.64678 -1.10814
C 0.65690 -6.94382 -1.60284
C 1.30589 -7.22691 -2.80474
C 1.90815 -6.20524 -3.52408
C 1.86093 -4.89887 -3.03841
C 1.21833 -4.62440 -1.84023
H -3.14807 -4.84855 -0.38675
H -1.93744 -5.56989 -1.45552
H -3.21932 -3.76480 -2.61312
H -1.48218 -3.44264 -2.51228
H -3.68623 -0.49595 -1.31820
H -4.30829 -1.73051 -2.40125
H -3.28576 -2.10282 -4.58649
H -1.85373 -1.22819 -6.40223
H -0.30732 0.66664 -5.96005
H -0.21390 1.67368 -3.69560
H -1.63134 0.77173 -1.87783
H -0.49199 -6.21397 0.65067
H 0.62980 -4.89358 0.88081
H 0.17809 -7.74381 -1.04178
H 1.33246 -8.24634 -3.17974
H 2.40909 -6.41819 -4.46229
H 2.32661 -4.09455 -3.59925
H 1.16936 -3.60576 -1.45890
C -0.65131 0.25844 0.75232
C -0.27478 1.31399 0.11115
C 0.18178 2.46450 -0.33074
C 1.24288 2.50317 -1.38937
C 2.08579 1.40281 -1.58116
C 3.06186 1.41555 -2.56648
C 3.22191 2.52916 -3.38437
C 2.38832 3.62493 -3.20815
C 1.40757 3.61391 -2.21943
C -0.35261 3.71238 0.29718
C -1.71581 3.84625 0.57163
C -2.20944 4.98804 1.19428
C -1.34987 6.01640 1.56210
C 0.01104 5.89422 1.29647
C 0.50302 4.75800 0.66487
H 1.96106 0.52234 -0.95691
H 3.69818 0.54663 -2.69744
H 3.98820 2.53923 -4.15208
H 2.49525 4.49466 -3.84616
H 0.75609 4.47372 -2.10913
H -2.38977 3.04598 0.27674
H -3.27489 5.07308 1.38476
H -1.73644 6.91228 2.03896
H 0.69149 6.69271 1.57141
H 1.56369 4.67569 0.44969
```



(2)
Here is C49H38F10N4NaO3P as an isolated structure from the OMol25 dataset. Energies are from ωB97M-V with the def2-TZVPD basis set.

Output
HOMO-LUMO gap (hartree): 0.13108
E_LUMO (hartree): -0.0744

XYZ file:
```
106
C49H38F10N4NaO3P | the OMol25 dataset | ωB97M-V with the def2-TZVPD basis set
Na 1.13189 0.41203 -0.21115
C 3.82879 -0.94731 3.46541
C 3.21123 -2.14289 3.80114
C 2.13216 -2.56728 3.05351
C 1.67468 -1.79556 1.98154
N 2.29767 -0.65554 1.64689
C 3.33379 -0.25020 2.37620
C 0.50127 -2.21045 1.18302
C -0.60796 -2.70125 1.87983
C -1.71659 -3.15435 1.18414
C -1.69677 -3.11831 -0.20487
C -0.58423 -2.61044 -0.87298
C 0.56101 -2.12868 -0.22159
H 4.67497 -0.56782 4.02235
H 3.57752 -2.74474 4.62419
H 1.64550 -3.51082 3.27065
H 3.79646 0.67930 2.05836
H -0.60730 -2.71751 2.96784
H -2.58142 -3.53386 1.71648
H -2.55033 -3.48214 -0.76925
H -0.62131 -2.60163 -1.96277
F -3.80918 1.88044 4.45148
C -3.57858 2.50684 3.26152
C -2.47752 2.19869 2.51967
C -2.26458 2.84864 1.30312
C -1.06842 2.46022 0.51019
O -0.32386 1.59840 0.96789
C -0.92250 3.16961 -0.73689
C -1.84270 4.10690 -1.06933
N -2.96249 4.42583 -0.35451
C -3.85678 5.44520 -0.83804
C -4.19032 5.47183 -2.29371
C -5.22997 5.04543 -1.30117
C -3.18575 3.80654 0.85765
C -4.30722 4.10937 1.64483
C -4.50923 3.45604 2.84144
N -5.67419 3.74533 3.63222
C -6.57051 2.60666 3.75660
C -7.88911 3.07504 4.34010
N -7.61816 3.70395 5.67863
C -6.63073 4.83395 5.57567
C -5.35938 4.31024 4.93631
C 0.18845 2.95108 -1.79687
O 0.23789 3.81416 -2.68060
O 0.91348 1.93914 -1.65748
H -1.76121 1.45002 2.83532
H -1.68432 4.64565 -1.99385
H -3.75356 6.39809 -0.32976
H -3.75571 4.70598 -2.91994
H -4.28091 6.44026 -2.76311
H -5.46776 3.99090 -1.26112
H -6.05502 5.71086 -1.08576
H -5.03556 4.83996 1.32628
H -6.15292 1.80444 4.38683
H -6.75378 2.18383 2.76970
H -8.58554 2.25135 4.48575
H -8.33930 3.84043 3.71082
H -7.23155 2.98909 6.30026
H -8.48797 4.03266 6.09710
H -6.45120 5.21774 6.57821
H -7.08828 5.60392 4.95713
H -4.88159 3.58075 5.60866
H -4.66676 5.14080 4.80686
F 8.26559 0.82325 -5.14072
C 7.89997 -0.47089 -5.13519
F 8.99478 -1.18744 -4.81848
F 7.59964 -0.78643 -6.41162
C 6.75736 -0.73713 -4.20347
C 6.59625 -2.00581 -3.66439
C 5.51399 -2.27467 -2.84226
C 4.58049 -1.28287 -2.54348
C 4.76872 -0.01109 -3.08645
C 5.84139 0.26510 -3.91810
P 3.02514 -1.48688 -1.55027
C 2.03217 -2.09866 -2.96517
C 1.09580 -1.20624 -3.48952
C 0.34100 -1.54861 -4.59659
C 0.50788 -2.79796 -5.18365
C 1.43800 -3.69174 -4.67728
C 2.20715 -3.33375 -3.57913
C -0.35070 -3.17717 -6.35083
F 0.12591 -4.23823 -7.02539
F -0.47461 -2.17171 -7.23894
F -1.60852 -3.49932 -5.97528
C 3.54478 -2.95911 -0.57949
C 2.86427 -4.17502 -0.54665
C 3.26088 -5.18091 0.31801
C 4.35150 -4.98451 1.15751
C 5.05978 -3.79506 1.11566
C 4.65375 -2.79461 0.24812
C 4.75195 -6.07969 2.09532
F 5.57364 -5.65206 3.07222
F 3.68765 -6.64009 2.70607
F 5.39631 -7.08591 1.46698
H 7.31621 -2.78181 -3.88987
H 5.39973 -3.26942 -2.42915
H 4.05072 0.76724 -2.84905
H 5.97200 1.25433 -4.33553
H 0.96395 -0.23442 -3.02403
H -0.37547 -0.84845 -5.00649
H 1.57049 -4.65688 -5.14693
H 2.95472 -4.02296 -3.20482
H 1.99527 -4.31766 -1.17306
H 2.71262 -6.11366 0.35491
H 5.90386 -3.64113 1.77396
H 5.19724 -1.85677 0.22545
```



(3)
Here is a 4-piece molecular cluster, C49H39ClN2O9 overall from the OMol25 dataset. Energies are from ωB97M-V with the def2-TZVPD basis set.

Output
HOMO-LUMO gap (hartree): 0.31417
E_LUMO (hartree): -0.0384
SMILES: CC[C@](Cl)(CN)O[C@@H](N)CC(=O)O.O=C1c2ccccc2C(=O)c2ccccc21.O=C1c2ccccc2C(=O)c2ccccc21.O=C1c2ccccc2C(=O)c2ccccc21

XYZ file:
```
100
C49H39ClN2O9 | the OMol25 dataset | ωB97M-V with the def2-TZVPD basis set
C -1.62104 -2.76907 -3.71243
C -1.39145 -2.56655 -5.21154
C -2.41062 -1.63339 -5.84315
Cl -2.00396 -1.48544 -7.62121
C -2.41203 -0.22559 -5.21266
N -1.28313 0.59946 -5.60699
O -3.66008 -2.24415 -5.69013
C -4.77750 -1.81045 -6.46353
N -5.04431 -2.77059 -7.49698
C -5.96294 -1.69531 -5.49277
C -6.15804 -0.28972 -5.00118
O -6.02837 0.08232 -3.88194
O -6.60253 0.56080 -5.99440
H -1.24060 -3.74690 -3.40074
H -2.68830 -2.73482 -3.46677
H -1.10702 -2.01279 -3.11302
H -0.39858 -2.14725 -5.40595
H -1.45923 -3.52082 -5.74488
H -2.33431 -0.38901 -4.13155
H -3.40143 0.22355 -5.38633
H -1.44519 1.07404 -6.48758
H -1.11601 1.31104 -4.90303
H -4.51518 -0.82573 -6.88200
H -4.39912 -2.69213 -8.27168
H -5.99987 -2.73664 -7.82469
H -5.75815 -2.32630 -4.62538
H -6.89103 -2.02122 -5.97649
H -5.92286 1.21226 -6.22601
O -3.61283 3.20519 2.61617
C -3.06467 2.62355 1.70561
C -1.73327 1.97774 1.89329
C -1.13588 2.02362 3.14680
C 0.09724 1.42723 3.35031
C 0.74318 0.78265 2.30142
C 0.15585 0.74058 1.04822
C -1.08382 1.33462 0.83753
C -1.68795 1.28030 -0.52704
O -1.10326 0.75750 -1.45686
C -3.02430 1.91754 -0.71013
C -3.62067 1.88674 -1.96543
C -4.85807 2.47596 -2.16557
C -5.51289 3.09014 -1.10543
C -4.92701 3.12361 0.14874
C -3.68075 2.54612 0.35144
H -1.65033 2.53292 3.95042
H 0.56612 1.47221 4.32554
H 1.70601 0.31549 2.46419
H 0.64064 0.24671 0.21965
H -3.10272 1.39445 -2.77573
H -5.31356 2.44404 -3.14580
H -6.48403 3.54186 -1.25840
H -5.41878 3.60274 0.98443
O -1.10169 -4.70489 0.68903
C 0.09226 -4.80881 0.86738
C 0.65991 -5.92680 1.67669
C -0.20567 -6.87325 2.21182
C 0.29753 -7.92798 2.95385
C 1.66731 -8.04294 3.16504
C 2.53369 -7.10031 2.63869
C 2.03406 -6.03878 1.89374
C 2.98875 -5.03040 1.34729
O 4.17776 -5.10530 1.56991
C 2.42368 -3.92658 0.51765
C 3.28998 -2.98743 -0.02864
C 2.79005 -1.95832 -0.80947
C 1.42353 -1.86470 -1.05169
C 0.55542 -2.79353 -0.50298
C 1.05120 -3.82689 0.28213
H -1.26715 -6.76665 2.03480
H -0.37760 -8.66437 3.36975
H 2.05806 -8.87065 3.74235
H 3.60143 -7.16915 2.79556
H 4.34920 -3.07934 0.16939
H 3.46520 -1.22432 -1.23029
H 1.02941 -1.05762 -1.65723
H -0.51073 -2.72628 -0.66745
O 3.09017 2.67387 5.34271
C 3.91687 3.52657 5.09452
C 5.15493 3.66786 5.91371
C 5.36482 2.78990 6.97039
C 6.51387 2.89207 7.73562
C 7.45888 3.87101 7.44897
C 7.25286 4.75140 6.40053
C 6.10081 4.65476 5.62979
C 5.89987 5.62449 4.51251
O 6.70381 6.50345 4.29083
C 4.67175 5.46890 3.68023
C 4.46565 6.33413 2.61248
C 3.33723 6.19941 1.82070
C 2.40748 5.20097 2.09106
C 2.60669 4.34116 3.15742
C 3.73669 4.46991 3.95361
H 4.61879 2.03460 7.17613
H 6.67611 2.20770 8.55798
H 8.35798 3.94616 8.04642
H 7.97348 5.52246 6.16482
H 5.19949 7.10415 2.41746
H 3.17980 6.87423 0.98949
H 1.52738 5.09440 1.47021
H 1.89764 3.55868 3.38666
```



(4)
Here is C49H40ClGeN2O2PReS as an isolated structure at a distorted geometry from the OMol25 dataset. Energies are from ωB97M-V with the def2-TZVPD basis set.

Output
<S²>: 3.78
Multiplicity: 4
HOMO-LUMO gap (spin up / spin down) (hartree): 0.20133 / 0.25137
E_LUMO (spin up / spin down) (hartree): -0.0006 / -0.0124

XYZ file:
```
98
C49H40ClGeN2O2PReS | the OMol25 dataset | ωB97M-V with the def2-TZVPD basis set
Re -0.49086 0.04332 -0.16064
C -5.26831 -2.72899 -5.41245
C -4.03236 -2.84898 -4.57381
C -4.03566 -3.60543 -3.40672
C -2.92087 -3.63115 -2.58854
C -1.80001 -2.90320 -2.94278
C -1.76250 -2.16803 -4.11311
C -2.88045 -2.15364 -4.92995
S -0.47671 -2.78409 -1.76728
O -0.16631 -4.07578 -1.21515
O 0.60820 -2.04473 -2.37573
N -1.13414 -1.82145 -0.63206
C -1.42468 -2.14434 0.66423
C -1.74804 -3.35361 1.25425
C -2.10183 -3.33787 2.59856
C -2.09449 -2.14030 3.30482
C -1.71929 -0.97886 2.65821
N -1.37301 -0.98040 1.36838
H -6.02619 -3.44397 -5.10142
H -5.04771 -2.88692 -6.46673
H -5.67335 -1.72134 -5.30542
H -4.91849 -4.16648 -3.13555
H -2.90160 -4.21346 -1.67911
H -0.86618 -1.62211 -4.37025
H -2.86590 -1.58831 -5.85290
H -1.70783 -4.26136 0.67495
H -2.39136 -4.25579 3.08730
H -2.38559 -2.10229 4.34285
H -1.69520 -0.02270 3.16445
Cl 0.44653 1.94149 0.89559
C 0.87437 3.08239 -0.35543
C 0.95557 4.42273 -0.03772
C 1.28292 5.32674 -1.03530
C 1.52008 4.87378 -2.32432
C 1.42521 3.52408 -2.62103
C 1.10111 2.58958 -1.64070
P 0.93277 0.76045 -1.91519
C 2.69170 0.29242 -1.73254
C 3.70229 0.99127 -2.38923
C 5.02913 0.66901 -2.17022
C 5.36100 -0.35170 -1.29088
C 4.36142 -1.06367 -0.64769
C 3.03239 -0.73653 -0.86191
C 0.68124 0.68789 -3.71140
C 1.44346 -0.14934 -4.52361
C 1.22735 -0.16813 -5.89208
C 0.26540 0.65605 -6.45822
C -0.50533 1.47953 -5.65092
C -0.31248 1.48205 -4.27910
H 0.74827 4.75761 0.96738
H 1.33819 6.38009 -0.80934
H 1.77040 5.57785 -3.10528
H 1.57101 3.19275 -3.63975
H 3.44640 1.78632 -3.07504
H 5.80902 1.21674 -2.68121
H 6.39945 -0.59693 -1.11624
H 4.62019 -1.87042 0.02482
H 2.24664 -1.30367 -0.37730
H 2.17992 -0.80211 -4.07754
H 1.81023 -0.82928 -6.52020
H 0.12746 0.66103 -7.53094
H -1.25796 2.11852 -6.09056
H -0.93178 2.09159 -3.63301
C -1.77095 1.39841 -0.98058
Ge -3.66692 1.36797 -1.14541
C -4.34510 2.67443 0.19576
C -5.51419 2.45962 0.91416
C -5.93526 3.36774 1.87315
C -5.19174 4.51037 2.12125
C -4.02759 4.74047 1.40286
C -3.60691 3.82583 0.45204
C -4.03991 2.09005 -2.95050
C -3.76293 1.29200 -4.05526
C -3.92773 1.78119 -5.33977
C -4.34789 3.08896 -5.53557
C -4.60254 3.90023 -4.44071
C -4.45738 3.39817 -3.15698
C -4.72019 -0.31705 -0.92411
C -4.62529 -1.06394 0.24395
C -5.36266 -2.22551 0.40925
C -6.21996 -2.65281 -0.59331
C -6.33725 -1.90583 -1.75459
C -5.58590 -0.75352 -1.91945
H -6.09937 1.56974 0.71483
H -6.84781 3.18745 2.42630
H -5.51700 5.21632 2.87451
H -3.45160 5.63804 1.58802
H -2.69039 3.99219 -0.10368
H -3.41507 0.27743 -3.89419
H -3.72521 1.14650 -6.19389
H -4.48137 3.47500 -6.53831
H -4.91796 4.92458 -4.58663
H -4.67230 4.01711 -2.29452
H -3.97562 -0.72345 1.04096
H -5.27923 -2.79514 1.32626
H -6.79903 -3.55909 -0.46864
H -7.02454 -2.21650 -2.53132
H -5.68223 -0.17008 -2.82632
```



Going through the records in order, we get energy above the lowest of the compared OMol25 structures with the same formula, charge and spin values of 0.0, 4.3, 0.0, 37.9 kcal per mole.